Record 1
This record from OMol25 describes CH4ClN in the gas phase at a distorted geometry. The level of theory is ωB97M-V with the def2-TZVPD basis set.

XYZ file:
```
7
Properties=species:S:1:pos:R:3
N 0.7735 -0.1550 -0.4427
C -0.3712 0.4491 0.2598
Cl -1.2593 -0.7091 1.3353
H 0.5536 -0.5316 -1.3509
H 1.1099 -1.0036 0.0134
H -0.9344 0.8082 -0.6044
H 0.1279 1.1420 0.7895
```

Output
LUMO (eV): 1.137
Energy (hartree): -555.426175
Molar mass (g mol⁻¹): 65.50
SMILES: NCCl
Total charge: 0
Kohn-Sham gap (eV): 11.1

***

Record 2
This record from OMol25 describes a 2-piece molecular cluster, C11H14BClN3O4 overall at a distorted geometry. The level of theory is ωB97M-V with the def2-TZVPD basis set.

XYZ file:
```
34
Properties=species:S:1:pos:R:3
O 4.0070 -2.6028 3.4935
B 3.3723 -1.4825 2.7720
O 3.5404 -0.1230 3.3891
C 2.4672 -1.5768 1.4040
C 0.7949 -1.4463 1.4041
C 0.2277 -1.5313 -0.1218
C -1.4361 -1.4221 -0.2566
C -2.1265 0.0608 0.0084
C -3.7821 -0.0146 -0.2246
C -4.3658 -1.4749 -0.6472
N -3.6917 -2.7917 -0.8308
C -2.2129 -2.7981 -0.6405
N 0.9435 -1.7322 -1.4104
Cl 0.1250 -1.7970 -2.9691
N 2.2955 -1.8530 -1.4224
C 2.9978 -1.7608 -0.1289
O 4.4947 -1.8572 -0.2413
H 3.6516 -2.5131 4.4454
H 2.6647 0.3660 3.2676
H 0.1599 -1.3103 2.3885
H -1.5475 1.0397 0.2829
H -4.4696 0.9491 -0.0916
H -5.5457 -1.4880 -0.8432
H -1.5919 -3.7930 -0.8017
H 4.8387 -0.9417 -0.4586
C -0.5030 4.6278 -1.5411
C -1.0119 3.3652 -0.8769
O -0.7714 2.2451 -1.7159
H -0.9968 4.7807 -2.5063
H -0.6849 5.5014 -0.9088
H 0.5710 4.5546 -1.7409
H -2.0891 3.4336 -0.6990
H -0.5135 3.1984 0.0830
H 0.1886 2.1881 -1.8609
```

Output
LUMO (eV): -5.781
Energy (hartree): -1377.125466
Molar mass (g mol⁻¹): 298.51
Total charge: +1
Kohn-Sham gap (eV): 6.5

***

Record 3
This record from OMol25 describes a 2-piece molecular cluster, C6H5NO overall at a distorted geometry. The level of theory is ωB97M-V with the def2-TZVPD basis set.

XYZ file:
```
13
Properties=species:S:1:pos:R:3
C -0.8831 3.1640 -0.2586
C -1.0810 2.2153 0.4966
C -1.3273 1.1521 1.3010
N -1.1574 0.1807 1.9073
O -1.2084 -0.7920 2.5671
H -0.4081 3.8223 -0.8668
C -0.5585 -1.8471 -1.5201
C 0.3374 -1.4525 -0.8627
C 1.6160 -1.1622 -0.3228
H -1.5234 -2.0956 -1.8967
H 2.4119 -1.6784 -0.9414
H 1.7907 -1.4061 0.7669
H 1.9912 -0.1003 -0.3698
```

Output
LUMO (eV): 0.353
Energy (hartree): -361.365460
Molar mass (g mol⁻¹): 107.11
SMILES: C#CC#[N+][O-].C#CC
Total charge: 0
Kohn-Sham gap (eV): 9.9

***

Record 4
This record from OMol25 describes C6H26KO10 as an isolated structure at a distorted geometry. The level of theory is ωB97M-V with the def2-TZVPD basis set.

XYZ file:
```
43
Properties=species:S:1:pos:R:3
K 1.0670 0.1282 0.0510
O 1.3753 0.3067 2.7470
H 0.4131 0.3227 2.5630
H 1.4325 1.0570 3.3974
O 2.3448 -2.1147 -1.1231
H 3.1661 -1.6198 -1.2758
H 2.2811 -2.7905 -1.7327
O -0.3465 2.5514 0.0314
H -0.9787 3.2286 0.0472
H 0.1902 2.6911 0.8281
O -1.1420 0.3164 2.0527
H -1.6141 -0.3881 2.4619
H -1.7071 1.0419 2.1629
C -3.2073 0.4632 -0.7586
C -4.4270 0.3534 -0.0075
O -5.3834 1.1947 -0.5970
O -2.0620 -0.3454 -0.4153
H -2.8905 1.4921 -0.8377
H -3.5610 0.0851 -1.7798
H -4.2431 0.6494 1.0189
H -4.7942 -0.6051 0.1403
H -6.3355 0.9361 -0.6615
H -1.6595 -0.0006 0.3641
C 1.8826 -3.3866 1.9093
C 0.4965 -2.8335 2.0926
O -0.0929 -2.2744 0.8945
O 2.3795 -3.8294 3.1307
H 2.3570 -2.4562 1.7078
H 1.9640 -4.0878 1.0610
H 0.4562 -2.2396 2.9817
H -0.0259 -3.7601 2.2415
H -0.9970 -2.3294 1.0328
H 3.0157 -4.4500 2.8258
C 1.4947 1.9561 -3.4787
C 2.8693 2.1174 -2.8203
O 2.5807 3.0463 -1.8186
O 0.6357 1.5689 -2.4099
H 1.3885 1.1182 -4.2368
H 1.1246 2.8469 -3.9915
H 3.4914 2.5573 -3.5909
H 3.4148 1.3413 -2.3957
H 3.0603 3.8911 -1.9937
H 0.5863 2.2500 -1.8184
```

Output
LUMO (eV): -3.017
Energy (hartree): -1596.267949
Molar mass (g mol⁻¹): 297.36
Total charge: +1
Kohn-Sham gap (eV): 9.5